[1]
A cluster of 4 separate species, C31H30O8 in total. Source: the OMol25 dataset; level of theory: ωB97M-V/def2-TZVPD.

Calculated values
multiplicity	1
total charge	0
structure (SMILES)	CCCCCCCC1=CC(=O)C=CC1=O.O=C1C=CC(=O)C=C1.O=C1C=CC(=O)C=C1.O=C1C=CC(=O)C=C1
LUMO	-0.0647	Ha

The geometry in XYZ format:
```
69
Properties=species:S:1:pos:R:3:forces:R:3:lowdin_charge:R:1
C -1.75031 2.59150 -3.50627 0.4 -0.6 0.1 -0.113
C -1.50975 1.09427 -3.27660 -0.5 0.6 0.0 -0.269
C -2.82165 0.33310 -3.39944 0.1 -0.5 -0.1 -0.231
C -2.77972 -1.10259 -2.87254 0.2 0.1 0.0 -0.210
C -2.24713 -1.17565 -1.43619 -0.5 0.0 -0.4 -0.204
C -2.76080 -2.38475 -0.66014 0.6 0.2 -0.4 -0.207
C -2.05098 -3.69130 -1.00134 -0.1 0.2 0.4 -0.127
C -0.57288 -3.79453 -0.69031 0.2 -0.4 -0.6 -0.108
C 0.17560 -4.67778 -1.38322 -0.3 0.7 0.6 0.060
C 1.61318 -4.89638 -1.13109 0.3 -0.5 -0.4 -0.384
O 2.29169 -5.57689 -1.88160 -0.2 0.2 0.3 0.098
C 2.19454 -4.28694 0.08213 -0.4 0.6 0.5 0.021
C 1.47883 -3.41078 0.79382 0.0 -0.5 -0.5 0.026
C 0.11442 -2.98777 0.36459 -0.2 1.0 0.7 -0.301
O -0.36789 -1.98239 0.88452 0.4 -1.2 -0.4 0.089
H -0.79571 3.11100 -3.46035 0.0 0.3 -0.2 0.061
H -2.38144 2.98098 -2.71372 -0.2 0.1 0.1 0.066
H -2.23673 2.74083 -4.46590 0.0 0.3 -0.1 0.070
H -0.80680 0.71081 -4.01469 0.2 -0.1 0.0 0.111
H -1.06936 1.00276 -2.28862 0.1 -0.3 0.1 0.075
H -3.63515 0.84727 -2.88726 0.1 0.2 0.2 0.114
H -3.09618 0.32061 -4.45492 -0.1 0.0 -0.1 0.109
H -2.18050 -1.72402 -3.54039 0.1 -0.1 -0.1 0.109
H -3.78898 -1.51283 -2.90604 -0.1 -0.1 0.0 0.106
H -1.16210 -1.13424 -1.46609 0.2 0.0 0.2 0.104
H -2.58552 -0.27623 -0.92300 0.1 0.1 0.2 0.120
H -3.81396 -2.50607 -0.89656 -0.2 -0.1 0.2 0.110
H -2.64840 -2.19126 0.39522 -0.2 0.0 0.2 0.069
H -2.19498 -3.93340 -2.05189 0.1 0.0 -0.2 0.116
H -2.54183 -4.49150 -0.44490 -0.1 -0.1 0.1 0.126
H -0.27879 -5.26196 -2.16819 0.1 -0.1 -0.2 0.128
H 3.19629 -4.55803 0.37563 0.1 -0.1 -0.2 0.119
H 1.85330 -2.94767 1.69166 0.1 0.2 0.1 0.117
O -4.58028 -3.13912 1.88648 -0.1 -0.1 0.0 0.107
C -4.29731 -3.17589 3.06424 0.1 0.0 0.0 -0.375
C -5.24404 -3.71592 4.07155 0.0 0.0 0.1 0.021
C -4.92856 -3.75264 5.36325 0.0 0.0 -0.1 0.020
C -3.61672 -3.25658 5.85127 0.0 0.0 0.0 -0.388
O -3.33031 -3.29256 7.02793 0.0 0.0 0.0 0.106
C -2.67058 -2.71626 4.84327 0.0 0.0 -0.1 0.024
C -2.98491 -2.67900 3.55117 0.1 0.0 0.0 0.030
H -6.19402 -4.07278 3.69461 0.0 0.0 0.0 0.121
H -5.60309 -4.14146 6.11536 0.0 0.0 0.0 0.122
H -1.72089 -2.35879 5.22024 0.0 0.0 0.0 0.122
H -2.30851 -2.28817 2.79944 0.0 0.0 0.0 0.107
O -0.96718 2.63856 -0.30170 0.0 0.0 0.1 0.094
C -0.28180 3.63591 -0.22243 0.0 0.0 0.0 -0.386
C 1.06887 3.69270 -0.82931 0.1 0.1 0.0 0.022
C 1.82540 4.78537 -0.74419 0.0 0.0 -0.2 0.022
C 1.33878 5.99615 -0.03443 0.0 0.0 0.0 -0.380
O 2.02045 6.99490 0.04917 0.0 0.0 0.0 0.109
C -0.01599 5.94127 0.57335 0.0 0.0 0.0 0.019
C -0.76705 4.84721 0.48501 0.0 0.1 0.0 0.021
H 1.40017 2.79758 -1.34177 0.0 0.0 0.0 0.123
H 2.82016 4.84039 -1.17800 -0.3 0.1 0.1 0.089
H -0.34936 6.83496 1.08569 0.0 0.0 0.0 0.121
H -1.75695 4.78458 0.91914 0.0 0.0 0.0 0.121
O 8.57872 1.55628 1.49085 0.0 0.0 0.0 0.112
C 7.71601 2.20114 0.93796 0.0 0.0 0.0 -0.386
C 6.67534 2.92190 1.71418 -0.1 0.0 0.0 0.024
C 5.72666 3.62815 1.10574 0.0 0.0 0.1 0.026
C 5.67040 3.72535 -0.37272 0.0 0.0 0.0 -0.365
O 4.80360 4.37146 -0.92455 0.3 -0.1 0.0 0.087
C 6.70837 3.00681 -1.15030 0.0 0.0 0.0 0.024
C 7.65763 2.30050 -0.54266 0.0 0.0 -0.1 0.024
H 6.73615 2.83759 2.79157 0.0 0.0 0.0 0.123
H 4.95819 4.16141 1.65104 0.0 0.0 0.0 0.124
H 6.64657 3.09220 -2.22763 0.0 0.0 0.0 0.123
H 8.42578 1.76860 -1.08912 0.0 0.0 0.0 0.123
```
Forces are in eV/Å.


[2]
A structure of composition C31H31BBaF5N12S. Source: the OMol25 dataset; level of theory: ωB97M-V/def2-TZVPD.

Calculated values
multiplicity	2
total charge	0
LUMO (alpha / beta)	-0.0110 / -0.0951	Ha
energy above the lowest of the compared OMol25 structures with the same formula, charge and spin	77.4	kcal/mol

The geometry in XYZ format:
```
82
Properties=species:S:1:pos:R:3:forces:R:3:lowdin_spin:R:1
Ba 0.41530 0.36388 -0.03870 -1.9 -3.2 -1.4 0.007
N -1.41446 -3.23606 -3.45983 0.3 -0.3 -0.2 -0.022
C -1.05406 -2.77875 -2.23973 -2.5 1.4 0.5 0.030
S -2.15630 -1.78376 -1.40688 0.5 -0.2 0.0 0.351
N 0.12479 -3.13236 -1.79281 2.1 -1.2 -0.7 0.325
N 0.66759 -2.66814 -0.71202 -0.5 0.6 0.5 0.162
C 1.36318 -3.34235 0.12604 -0.3 -0.3 -0.4 0.069
C 1.48247 -4.81020 0.15221 -0.2 -0.4 0.0 0.007
C 1.60361 -5.45340 1.38619 0.0 0.2 -0.1 0.008
C 1.67025 -6.83104 1.45490 0.0 -0.1 0.0 0.000
C 1.64000 -7.58643 0.29256 0.0 0.0 0.1 0.008
C 1.53531 -6.95669 -0.93697 0.0 0.0 0.0 0.002
C 1.44817 -5.57852 -1.01101 0.1 0.1 0.0 0.011
C 2.11405 -2.59091 1.14635 0.6 0.2 0.3 0.004
C 3.48118 -2.83979 1.26577 -0.2 0.2 0.0 0.005
C 4.21907 -2.07386 2.14783 -0.2 0.0 0.0 -0.001
C 3.55694 -1.13499 2.92320 0.0 0.0 0.0 0.005
C 2.18934 -0.98606 2.75729 0.2 0.0 0.2 0.000
N 1.47800 -1.68020 1.87856 -0.2 -0.3 -0.1 0.005
H -2.36082 -3.08939 -3.76439 0.1 0.0 0.0 0.001
H -0.81595 -3.86009 -3.97184 0.0 0.0 0.0 -0.002
H 1.63148 -4.86187 2.28976 0.0 0.0 0.1 0.000
H 1.73690 -7.31778 2.41731 0.0 0.0 0.0 0.000
H 1.69843 -8.66261 0.34832 0.0 -0.1 0.0 0.000
H 1.51428 -7.54555 -1.84282 0.0 0.0 -0.1 0.000
H 1.37891 -5.08636 -1.96856 -0.1 0.0 0.0 0.003
H 3.95058 -3.57697 0.63507 0.1 -0.1 -0.1 0.000
H 5.28778 -2.19903 2.22181 0.1 0.0 0.0 0.000
H 4.09789 -0.52554 3.63305 -0.1 0.0 0.0 0.000
H 1.62814 -0.27875 3.35128 0.0 0.2 0.1 0.000
C 2.49111 2.66611 2.47083 0.0 -0.1 -0.1 0.000
C 1.47200 3.01404 1.44218 -0.2 0.3 0.1 0.000
C 1.45621 4.10040 0.56232 -0.1 0.2 -0.2 0.000
C 0.24757 4.00426 -0.08707 0.4 0.4 -0.1 0.000
N -0.39214 2.92357 0.38161 -0.1 0.7 -0.1 0.000
N 0.35294 2.31454 1.30756 0.2 1.5 2.4 0.001
B -1.80983 2.53744 -0.05043 -0.6 0.4 -0.3 0.000
N -1.73995 2.07897 -1.50599 -0.5 0.4 -0.3 0.000
C -2.59121 2.26232 -2.52011 -0.2 -0.1 -0.6 0.000
C -2.06005 1.64790 -3.63673 -0.1 0.0 0.1 0.002
C -0.85535 1.08550 -3.20305 -0.3 0.2 0.0 0.007
C 0.14924 0.29926 -3.96937 0.1 0.0 0.1 0.000
N -0.68872 1.35245 -1.91302 -0.2 0.7 -2.1 0.006
N -2.38385 1.42602 0.82167 -0.5 0.3 0.3 0.001
C -3.65196 1.31102 1.25087 -0.3 -0.2 0.1 0.000
C -3.74930 0.14874 1.97983 0.0 0.1 -0.1 0.000
C -2.46541 -0.40629 1.94021 -0.3 0.2 -0.1 0.001
C -1.98403 -1.64875 2.59460 0.1 0.0 -0.1 0.001
N -1.66639 0.37182 1.22541 -1.3 -0.6 1.6 0.000
N -2.68659 3.77892 0.11872 -0.1 0.1 0.5 0.000
C -2.91877 4.35495 1.31805 0.0 0.1 0.1 0.000
C -3.69929 5.46550 1.11325 0.1 -0.1 0.1 0.000
C -3.89690 5.50617 -0.27751 0.2 -0.3 0.3 0.000
C -4.67285 6.51171 -1.05217 0.1 -0.1 -0.1 0.000
N -3.27841 4.48651 -0.85021 -0.2 0.2 -0.9 0.000
H 3.05411 3.55587 2.74003 0.1 0.0 0.0 0.000
H 3.18299 1.91371 2.09519 0.1 0.0 0.0 0.000
H 1.99660 2.27787 3.35859 0.0 0.0 0.1 0.000
H 2.21608 4.84298 0.42994 0.1 0.2 0.0 0.000
H -0.20296 4.64607 -0.82057 -0.1 0.0 -0.2 0.000
H -3.49007 2.83435 -2.40182 0.0 0.0 0.0 0.000
H -2.48909 1.61746 -4.61772 -0.1 0.0 -0.2 0.000
H -0.05643 0.36030 -5.03416 0.0 -0.1 -0.1 0.000
H 0.11667 -0.74508 -3.66068 0.1 -0.1 -0.1 0.000
H 1.15307 0.67389 -3.77568 0.1 0.0 0.0 0.000
H -4.40416 2.03658 1.00988 0.0 0.2 0.0 0.000
H -4.61567 -0.24878 2.46716 -0.2 -0.1 0.1 0.000
H -2.71070 -2.44711 2.46402 0.0 -0.1 0.0 0.000
H -1.86317 -1.47686 3.66389 0.1 -0.1 0.1 0.000
H -1.02615 -1.93954 2.16995 0.0 -0.1 0.1 0.000
H -2.50912 3.93480 2.21489 0.1 -0.1 0.2 0.000
H -4.08399 6.14552 1.84590 0.0 0.1 0.2 0.000
H -5.10394 7.23919 -0.36995 -0.1 0.1 0.0 0.000
H -5.47480 6.03190 -1.61045 -0.1 0.0 0.0 0.000
H -4.02836 7.02511 -1.76366 0.0 0.1 0.0 0.000
F 2.92155 -1.05382 -1.77502 0.2 -0.1 0.0 0.001
C 2.90306 0.25605 -1.29307 0.5 0.5 -1.5 0.000
F 2.50439 0.04306 0.07868 5.3 -1.0 1.4 0.000
C 4.36294 0.63530 -1.10271 0.1 0.2 0.3 0.000
F 5.09957 -0.26686 -0.40414 0.1 -0.2 0.1 0.000
F 4.44235 1.78316 -0.40080 -0.1 0.2 0.1 0.000
F 5.01508 0.83535 -2.25113 -0.2 -0.1 -0.2 0.000
```
Forces are in eV/Å.


[3]
A structure of composition C31H31BCeFN10O7S2. Source: the OMol25 dataset; level of theory: ωB97M-V/def2-TZVPD.

Calculated values
multiplicity	2
total charge	0
LUMO (alpha / beta)	-0.0278 / -0.0278	Ha

The geometry in XYZ format:
```
84
Properties=species:S:1:pos:R:3:forces:R:3:lowdin_spin:R:1
Ce -0.41953 1.46154 0.60075 -0.4 -0.5 -0.4 1.014
C -2.58893 3.40954 3.75240 0.0 0.0 0.0 0.000
N -3.41445 2.37521 3.14729 0.0 -0.1 0.0 0.000
C -4.74967 2.50018 2.83396 -0.1 0.0 -0.2 0.000
C -5.14926 1.29661 2.35880 0.0 0.1 0.1 0.000
N -4.08554 0.42964 2.41395 0.1 0.1 -0.1 0.000
B -4.27694 -1.09720 2.13138 0.0 0.0 0.0 0.000
N -3.21427 -1.74411 1.17096 0.1 0.0 0.0 0.000
C -2.86420 -3.06238 1.35185 0.1 -0.1 -0.2 0.000
C -2.17395 -3.47867 0.26512 0.0 0.0 0.3 0.000
N -2.07199 -2.38858 -0.57128 -0.1 -0.1 0.0 0.000
C -1.48534 -2.39046 -1.89158 0.1 0.1 0.0 0.000
C -2.71399 -1.34252 -0.00589 -0.1 0.3 0.2 0.000
S -2.80566 0.22114 -0.70838 -0.1 0.1 -0.1 -0.001
C -3.02413 1.10349 2.88769 0.1 -0.2 0.0 0.000
S -1.43579 0.50064 3.13576 -0.1 -0.2 0.3 -0.003
H -3.25446 4.15700 4.17823 0.1 0.0 0.0 0.000
H -1.92894 3.86430 3.01722 0.0 0.0 0.0 0.000
H -1.98414 2.96232 4.53903 0.0 0.0 0.0 0.000
H -5.28065 3.42193 2.98345 0.0 0.0 0.0 0.000
H -6.10629 0.96340 2.00457 -0.1 0.0 0.0 0.000
H -5.36748 -1.19358 1.62503 0.0 0.0 -0.1 0.000
H -4.19938 -1.71520 3.16157 0.0 0.0 0.1 0.000
H -3.14840 -3.58908 2.24289 0.0 0.0 0.0 0.000
H -1.73415 -4.42884 0.02527 0.0 0.0 0.0 0.000
H -0.85673 -3.27421 -1.98244 0.0 0.0 0.0 0.000
H -0.88528 -1.49138 -2.02856 0.0 0.0 0.0 0.000
H -2.26254 -2.40998 -2.65625 0.0 0.0 0.0 0.000
O 2.89786 4.24188 5.14915 0.0 -0.1 0.0 0.000
C 3.44621 3.05841 4.93410 0.2 0.3 -0.3 0.000
O 4.41420 2.67193 5.53977 0.0 -0.1 0.1 0.000
C 2.86259 2.22335 3.84555 0.1 -0.3 0.1 0.000
C 3.34401 0.96007 3.55890 -0.1 0.0 -0.1 0.000
N 2.61022 0.47849 2.54335 -0.1 0.3 0.0 0.000
N 1.68090 1.35328 2.14200 0.1 -0.1 0.0 -0.001
C 1.81586 2.41376 2.92143 0.0 0.0 0.1 0.000
C 0.84631 3.54098 2.72791 -0.1 0.2 0.0 0.000
O 0.88199 4.50109 3.49669 0.0 0.0 0.0 0.000
O 0.02503 3.39059 1.75962 0.2 0.4 0.3 -0.003
H 2.12402 4.39761 4.53598 -0.1 0.0 0.1 0.000
H 4.14142 0.40178 4.01468 0.0 0.0 0.1 0.000
H 2.64751 -0.42172 2.09684 0.0 0.0 0.0 0.000
C 4.24844 -1.71281 -5.01551 0.0 0.0 0.0 0.000
C 4.23056 -2.58678 -3.77281 0.0 0.0 0.1 0.000
C 3.91417 -4.03126 -4.12563 0.1 0.0 -0.1 0.000
C 3.97043 -4.90575 -2.89107 0.1 -0.1 0.0 0.000
C 3.05366 -4.36785 -1.83333 -0.1 0.1 0.1 0.000
C 2.49584 -5.19366 -0.88664 0.0 0.1 0.0 0.000
C 1.64689 -4.67535 0.08883 0.0 0.0 0.0 0.000
F 1.12178 -5.53383 0.98025 0.0 0.0 0.0 0.000
C 1.32861 -3.35045 0.15157 0.1 -0.1 -0.1 0.000
C 1.87895 -2.49020 -0.81212 0.0 0.0 0.0 0.000
C 1.52289 -1.06603 -0.75483 -0.2 -0.1 0.2 0.000
O 0.74963 -0.68995 0.16333 0.0 0.1 0.0 -0.002
C 2.10110 -0.23849 -1.74951 0.2 -0.2 -0.2 0.000
C 2.93082 -0.81772 -2.67774 0.0 0.1 0.0 0.000
N 3.25363 -2.11072 -2.75097 0.0 -0.1 0.0 0.000
C 2.73385 -2.99284 -1.79992 0.1 0.0 -0.1 0.000
C 1.88937 1.24849 -1.89851 -0.2 0.4 0.2 0.000
O 2.53871 1.87129 -2.71959 0.1 -0.2 -0.1 0.000
O 0.99569 1.75877 -1.11832 0.3 -0.1 -0.4 -0.003
H 4.87425 -2.20330 -5.76061 0.0 0.0 0.0 0.000
H 4.67141 -0.72597 -4.84631 0.0 0.0 0.0 0.000
H 3.24923 -1.59843 -5.43616 0.0 0.0 0.0 0.000
H 5.21739 -2.55480 -3.29536 0.0 0.0 0.0 0.000
H 4.64013 -4.36714 -4.86698 0.0 0.0 0.0 0.000
H 2.92710 -4.08217 -4.59367 0.0 0.0 0.0 0.000
H 4.99506 -4.92900 -2.50539 0.0 0.0 0.0 0.000
H 3.70229 -5.93714 -3.12129 0.0 0.0 0.0 0.000
H 2.70941 -6.25367 -0.88949 0.0 -0.1 0.0 0.000
H 0.65088 -2.96083 0.89709 0.0 0.0 0.0 0.000
H 3.35911 -0.16036 -3.41810 0.0 0.1 0.0 0.000
N -5.23368 4.49341 -1.05128 -0.1 0.0 0.0 0.000
C -3.90903 4.28274 -1.33582 0.0 -0.2 0.2 0.000
C -3.11839 3.47953 -0.49107 0.0 0.1 -0.2 0.000
N -1.84243 3.28011 -0.75039 0.1 0.0 0.0 -0.001
C -1.30388 3.87995 -1.82401 -0.1 0.0 0.0 0.000
C -2.09937 4.65810 -2.64118 0.1 0.0 0.1 0.000
N -3.39555 4.86090 -2.41048 0.0 0.0 0.0 0.000
H -5.69083 3.79609 -0.48812 0.0 0.0 0.0 0.000
H -5.77715 4.85027 -1.82036 0.0 0.0 0.0 0.000
H -3.55239 2.97563 0.36547 0.0 0.0 0.0 0.000
H -0.25557 3.69873 -2.02274 0.0 0.0 0.0 0.000
H -1.67909 5.13024 -3.51995 0.0 0.0 0.0 0.000
```
Forces are in eV/Å.


| no. | calculated total energy (eV) |
| --- | --- |
| 1 | -49009.117 |
| 2 | -76324.982 |
| 3 | -99887.414 |